(1)
The following is a quantum chemistry calculation of a structure of composition C35H47F3N7O3RuS3Si at a distorted geometry, from OMol25.

The expectation value of S² is 8.787. For the HOMO energy (alpha / beta), the calculation gives -7.1601 / -7.5003 eV. For the LUMO energy (alpha / beta), the calculation gives 0.1 / -1.5 eV. As for the energy relative to the best compared isomer or geometry (same formula, charge and spin): 430.94 kJ/mol. Its total energy is -104747.781 eV.

Structure (ORCA input):
```
! RIJCOSX wB97M-V def2-TZVPD def2/J DEFGRID3
* xyz 0 6
Ru 0.943 -2.564 -0.585
S 2.681 -3.132 -2.197
C 3.836 -2.103 -1.482
N 5.159 -2.336 -1.568
N 5.932 -1.287 -1.638
C 5.565 -0.078 -2.414
C 5.736 1.146 -1.738
C 5.277 2.306 -2.338
C 4.657 2.239 -3.576
C 4.498 1.001 -4.252
C 4.963 -0.176 -3.673
N 3.529 -1.010 -0.797
N 2.250 -0.968 -0.371
C 1.614 0.300 -0.475
C 1.003 0.766 0.625
C -0.024 1.807 0.522
C 0.228 2.789 -0.617
C 0.737 1.995 -1.861
C 1.450 0.888 -1.821
H 6.920 -1.491 -1.505
H 6.257 1.202 -0.810
H 5.438 3.237 -1.793
H 4.332 3.162 -4.035
H 4.081 1.049 -5.216
H 4.895 -1.109 -4.161
H 1.143 0.102 1.459
H -0.172 2.300 1.506
H 1.043 3.407 -0.328
H 0.443 2.493 -2.789
H 1.757 0.322 -2.703
F 3.263 -6.004 3.110
C 3.306 -4.863 3.780
F 3.298 -5.183 5.109
F 4.516 -4.205 3.607
C 2.145 -3.994 3.387
C 1.228 -3.530 4.314
C 0.150 -2.772 3.909
C 0.054 -2.387 2.572
N 0.898 -2.893 1.660
C 1.930 -3.685 2.066
S 2.802 -4.263 0.722
H 1.394 -3.705 5.399
H -0.460 -2.221 4.643
H -0.683 -1.654 2.266
C -1.493 -7.536 -0.461
N -1.335 -6.154 -0.737
C -2.264 -5.344 -1.332
C -1.685 -4.101 -1.455
N -0.481 -4.171 -0.843
C -0.281 -5.414 -0.415
H -2.138 -7.916 -1.240
H -1.900 -7.797 0.569
H -0.547 -8.004 -0.587
H -3.256 -5.674 -1.584
H -2.038 -3.212 -1.884
H 0.610 -5.753 0.073
C -1.613 5.752 -0.802
C -0.675 4.833 -1.618
C -1.088 4.760 -3.101
C 0.771 5.339 -1.518
O -0.913 3.533 -0.981
Si -1.565 0.636 0.491
S -1.274 -1.252 -0.492
O -1.736 0.328 2.119
C -1.943 1.092 3.324
C -0.647 1.319 4.024
C -2.842 0.264 4.220
C -2.785 2.325 2.924
O -2.871 1.395 -0.004
C -4.082 1.162 -0.687
C -4.731 -0.147 -0.295
C -3.755 1.255 -2.175
C -5.023 2.370 -0.353
H -1.528 6.756 -1.196
H -1.321 5.658 0.262
H -2.627 5.382 -0.859
H -0.966 5.691 -3.591
H -2.111 4.333 -3.178
H -0.402 4.070 -3.588
H 0.840 6.344 -1.936
H 1.478 4.749 -2.077
H 1.075 5.512 -0.507
H -0.303 0.386 4.457
H -0.814 1.909 4.948
H 0.102 1.793 3.428
H -2.278 -0.670 4.418
H -3.782 0.021 3.681
H -3.160 0.764 5.138
H -2.268 3.033 2.174
H -3.106 2.987 3.742
H -3.653 1.857 2.500
H -4.095 -1.007 -0.355
H -5.692 -0.241 -0.861
H -5.061 -0.067 0.752
H -3.099 0.449 -2.530
H -3.222 2.257 -2.317
H -4.686 1.273 -2.790
H -5.310 2.454 0.722
H -5.917 2.263 -0.919
H -4.529 3.258 -0.611
*
```

Atomic partial charges in e from the Löwdin method, atoms 1 to 99: number 1, Ru, carries 0.97; number 2, S, carries 0.56; number 3, C, carries -0.92; number 4, N, carries 0.03; number 5, N, carries 0.02; number 6, C, carries -0.21; number 7, C, carries -0.03; number 8, C, carries -0.09; number 9, C, carries -0.08; number 10, C, carries -0.06; number 11, C, carries -0.03; number 12, N, carries 0.04; number 13, N, carries -0.16; number 14, C, carries -0.32; number 15, C, carries -0.10; number 16, C, carries -0.20; number 17, C, carries -0.30; number 18, C, carries 0.01; number 19, C, carries -0.03; number 20, H, carries 0.15; number 21, H, carries 0.10; number 22, H, carries 0.11; number 23, H, carries 0.10; number 24, H, carries 0.09; number 25, H, carries 0.10; number 26, H, carries 0.11; number 27, H, carries 0.11; number 28, H, carries 0.12; number 29, H, carries 0.10; number 30, H, carries 0.11; number 31, F, carries 0.13; number 32, C, carries -0.57; number 33, F, carries 0.10; number 34, F, carries 0.10; number 35, C, carries -0.15; number 36, C, carries 0.00; number 37, C, carries -0.06; number 38, C, carries -0.12; number 39, N, carries -0.08; number 40, C, carries -0.70; number 41, S, carries 0.66; number 42, H, carries 0.14; number 43, H, carries 0.10; number 44, H, carries 0.06; number 45, C, carries -0.02; number 46, N, carries -0.14; number 47, C, carries -0.03; number 48, C, carries -0.18; number 49, N, carries -0.12; number 50, C, carries -0.14; number 51, H, carries 0.09; number 52, H, carries 0.12; number 53, H, carries 0.09; number 54, H, carries 0.12; number 55, H, carries 0.03; number 56, H, carries 0.09; number 57, C, carries -0.02; number 58, C, carries -0.56; number 59, C, carries -0.02; number 60, C, carries -0.04; number 61, O, carries -0.09; number 62, Si, carries 0.10; number 63, S, carries 0.40; number 64, O, carries -0.20; number 65, C, carries -0.64; number 66, C, carries -0.02; number 67, C, carries -0.03; number 68, C, carries -0.02; number 69, O, carries -0.16; number 70, C, carries -0.64; number 71, C, carries -0.03; number 72, C, carries -0.03; number 73, C, carries -0.01; number 74, H, carries 0.08; number 75, H, carries 0.10; number 76, H, carries 0.07; number 77, H, carries 0.07; number 78, H, carries 0.09; number 79, H, carries 0.06; number 80, H, carries 0.09; number 81, H, carries 0.08; number 82, H, carries 0.08; number 83, H, carries 0.07; number 84, H, carries 0.10; number 85, H, carries 0.07; number 86, H, carries 0.08; number 87, H, carries 0.10; number 88, H, carries 0.09; number 89, H, carries 0.11; number 90, H, carries 0.09; number 91, H, carries 0.06; number 92, H, carries 0.04; number 93, H, carries 0.10; number 94, H, carries 0.09; number 95, H, carries 0.07; number 96, H, carries 0.10; number 97, H, carries 0.09; number 98, H, carries 0.09; number 99, H, carries 0.07

---

(2)
The following is a quantum chemistry calculation of a cluster of 3 separate species, CH7O2S in total at a distorted geometry, from OMol25.

For the HOMO energy, the calculation gives -2.8663 eV. For the LUMO energy, the calculation gives 4.0 eV. As for the energy relative to the best compared isomer or geometry (same formula, charge and spin): 20.49 kJ/mol. Its total energy is -16082.053 eV.

Structure (ORCA input):
```
! RIJCOSX wB97M-V def2-TZVPD def2/J DEFGRID3
* xyz -1 1
C -1.941 -0.617 0.323
S -0.332 0.107 -0.152
H -2.190 -0.349 1.348
H -2.086 -1.685 0.138
H -2.709 -0.086 -0.252
H 1.768 -2.655 -0.642
H 0.907 -1.516 -1.012
O 1.369 -2.291 -1.437
H 0.428 2.188 0.854
H 0.666 2.948 2.124
O 1.072 2.804 1.268
*
```

The net atomic charges from Löwdin, expressed in e, are: number 1, C, carries -0.66; number 2, S, carries 0.26; number 3, H, carries -0.02; number 4, H, carries 0.00; number 5, H, carries -0.02; number 6, H, carries 0.00; number 7, H, carries -0.13; number 8, O, carries -0.17; number 9, H, carries -0.10; number 10, H, carries 0.00; number 11, O, carries -0.14

---

(3)
The following is a quantum chemistry calculation of a cluster of 7 separate species, C20H59N5O7 in total at a distorted geometry, from OMol25.

For the HOMO energy, the calculation gives -8.7127 eV. For the LUMO energy, the calculation gives 0.6 eV. As for the energy relative to the best compared isomer or geometry (same formula, charge and spin): 175.98 kJ/mol. Its total energy is -43475.817 eV.

Structure (ORCA input):
```
! RIJCOSX wB97M-V def2-TZVPD def2/J DEFGRID3
* xyz 0 1
C -2.748 9.707 25.350
O -2.380 8.623 24.469
C -1.699 9.135 23.339
C -1.217 8.032 22.425
C -0.284 6.977 23.037
N -0.630 8.560 21.183
H -3.070 9.433 26.355
H -3.534 10.305 24.890
H -1.955 10.454 25.356
H -2.314 9.779 22.711
H -0.872 9.760 23.676
H -2.100 7.445 22.175
H 0.621 7.414 23.458
H 0.060 6.252 22.299
H -0.818 6.471 23.841
H -1.381 8.725 20.528
H -0.023 7.849 20.801
C -2.812 10.021 19.003
O -2.798 8.530 18.827
C -3.865 7.998 19.601
C -3.986 6.498 19.458
C -4.351 6.030 18.063
N -5.077 5.996 20.270
H -2.019 10.316 18.316
H -2.561 10.244 20.040
H -3.779 10.469 18.774
H -3.700 8.331 20.626
H -4.798 8.461 19.281
H -3.098 5.995 19.842
H -3.471 6.164 17.434
H -5.068 6.692 17.578
H -4.797 5.048 17.902
H -5.237 6.540 21.106
H -5.902 6.077 19.693
C -0.573 8.270 11.698
O -0.168 9.304 12.647
C 1.147 9.536 12.826
C 1.324 10.637 13.861
C 2.785 10.993 13.973
N 0.808 10.136 15.106
H 0.031 7.384 11.896
H -0.299 8.519 10.673
H -1.618 7.965 11.741
H 1.720 8.631 13.027
H 1.523 9.718 11.819
H 0.640 11.462 13.659
H 3.171 11.252 12.987
H 3.270 10.139 14.447
H 2.980 11.922 14.510
H 1.466 9.401 15.323
H 0.039 9.553 14.806
C 2.136 6.831 15.453
O 2.648 8.147 15.728
C 3.688 8.264 16.737
C 3.906 9.741 17.293
C 5.121 9.796 18.235
N 2.773 10.221 18.076
H 1.689 6.451 16.371
H 2.947 6.116 15.318
H 1.488 6.914 14.580
H 3.525 7.497 17.495
H 4.578 7.904 16.221
H 4.035 10.406 16.438
H 5.395 10.798 18.565
H 6.015 9.452 17.715
H 5.008 9.122 19.083
H 1.914 10.316 17.553
H 2.641 9.488 18.758
C -2.206 6.300 14.625
O -2.544 7.622 15.003
C -3.969 8.031 14.800
C -4.085 9.478 15.142
C -5.491 9.955 14.997
N -3.203 10.342 14.432
H -1.226 5.969 14.967
H -2.296 6.268 13.539
H -2.918 5.568 15.007
H -4.314 7.791 13.794
H -4.597 7.479 15.499
H -3.877 9.542 16.210
H -6.180 9.237 15.443
H -5.859 10.111 13.983
H -5.519 10.902 15.536
H -2.301 9.910 14.572
H -3.385 10.069 13.476
O 0.685 6.488 19.768
H 0.481 5.780 20.379
H 0.107 6.334 19.021
O -0.960 7.255 17.481
H -0.988 7.624 16.598
H -1.686 7.677 17.940
*
```

The net atomic charges from Löwdin, expressed in e, are: number 1, C, carries -0.09; number 2, O, carries -0.17; number 3, C, carries -0.23; number 4, C, carries -0.43; number 5, C, carries -0.04; number 6, N, carries 0.08; number 7, H, carries 0.09; number 8, H, carries 0.08; number 9, H, carries 0.08; number 10, H, carries 0.11; number 11, H, carries 0.12; number 12, H, carries 0.12; number 13, H, carries 0.08; number 14, H, carries 0.05; number 15, H, carries 0.08; number 16, H, carries 0.02; number 17, H, carries 0.02; number 18, C, carries -0.02; number 19, O, carries -0.26; number 20, C, carries -0.21; number 21, C, carries -0.43; number 22, C, carries -0.05; number 23, N, carries 0.04; number 24, H, carries 0.10; number 25, H, carries 0.07; number 26, H, carries 0.09; number 27, H, carries 0.11; number 28, H, carries 0.13; number 29, H, carries 0.14; number 30, H, carries 0.06; number 31, H, carries 0.07; number 32, H, carries 0.09; number 33, H, carries 0.07; number 34, H, carries 0.07; number 35, C, carries -0.05; number 36, O, carries -0.20; number 37, C, carries -0.27; number 38, C, carries -0.42; number 39, C, carries -0.05; number 40, N, carries 0.07; number 41, H, carries 0.08; number 42, H, carries 0.08; number 43, H, carries 0.08; number 44, H, carries 0.12; number 45, H, carries 0.12; number 46, H, carries 0.14; number 47, H, carries 0.08; number 48, H, carries 0.06; number 49, H, carries 0.08; number 50, H, carries 0.02; number 51, H, carries 0.05; number 52, C, carries -0.07; number 53, O, carries -0.28; number 54, C, carries -0.14; number 55, C, carries -0.40; number 56, C, carries -0.07; number 57, N, carries 0.05; number 58, H, carries 0.08; number 59, H, carries 0.08; number 60, H, carries 0.08; number 61, H, carries 0.12; number 62, H, carries 0.12; number 63, H, carries 0.11; number 64, H, carries 0.08; number 65, H, carries 0.07; number 66, H, carries 0.08; number 67, H, carries 0.05; number 68, H, carries 0.07; number 69, C, carries -0.11; number 70, O, carries -0.23; number 71, C, carries -0.14; number 72, C, carries -0.51; number 73, C, carries -0.06; number 74, N, carries 0.08; number 75, H, carries 0.08; number 76, H, carries 0.08; number 77, H, carries 0.08; number 78, H, carries 0.13; number 79, H, carries 0.10; number 80, H, carries 0.13; number 81, H, carries 0.08; number 82, H, carries 0.08; number 83, H, carries 0.09; number 84, H, carries 0.05; number 85, H, carries 0.08; number 86, O, carries -0.05; number 87, H, carries 0.03; number 88, H, carries 0.01; number 89, O, carries -0.05; number 90, H, carries 0.01; number 91, H, carries -0.02

---

(4)
The following is a quantum chemistry calculation of a structure of composition C25H21AuN5O, from OMol25.

For the HOMO energy, the calculation gives -11.0504 eV. For the LUMO energy, the calculation gives -3.9 eV. As for the energy relative to the best compared isomer or geometry (same formula, charge and spin): 74.91 kJ/mol. Its total energy is -39448.695 eV.

Structure (ORCA input):
```
! RIJCOSX wB97M-V def2-TZVPD def2/J DEFGRID3
* xyz 1 1
Au 0.068 -0.008 0.004
O -1.444 0.502 3.977
C -1.085 0.372 2.813
N 0.091 0.324 2.239
C 1.385 0.326 2.812
C 2.437 0.089 1.720
C 3.775 0.004 2.089
C 4.761 -0.157 1.138
C 4.403 -0.225 -0.204
C 3.069 -0.154 -0.524
N 2.113 -0.008 0.410
C -2.218 0.191 1.744
C -3.532 0.238 2.177
C -4.569 0.042 1.283
C -4.276 -0.207 -0.052
C -2.955 -0.244 -0.439
N -1.957 -0.043 0.435
H 1.536 -0.457 3.566
H 1.654 1.272 3.304
H 4.021 0.072 3.140
H 5.799 -0.225 1.434
H 5.138 -0.339 -0.987
H 2.728 -0.217 -1.548
H -3.687 0.427 3.231
H -5.597 0.072 1.621
H -5.052 -0.376 -0.785
H -2.665 -0.441 -1.462
N -0.318 7.618 -0.281
C -0.245 6.473 -0.272
C -0.151 5.038 -0.268
C 1.027 4.411 0.117
C 1.071 3.031 0.103
N 0.033 2.275 -0.267
C -1.095 2.886 -0.638
C -1.235 4.260 -0.656
H 1.890 4.984 0.424
H 1.972 2.512 0.398
H -1.919 2.252 -0.937
H -2.167 4.713 -0.963
C 0.039 -2.109 -0.165
C 0.904 -2.764 0.839
C 2.175 -3.226 0.493
C 2.995 -3.811 1.445
C 2.549 -3.945 2.755
C 1.279 -3.506 3.105
C 0.461 -2.918 2.154
H -1.010 -2.356 -0.025
H 0.341 -2.296 -1.195
H 2.513 -3.142 -0.534
H 3.976 -4.173 1.166
H 3.185 -4.409 3.497
H 0.922 -3.629 4.119
H -0.525 -2.563 2.432
*
```

The net atomic charges from Löwdin, expressed in e, are: number 1, Au, carries 1.18; number 2, O, carries 0.04; number 3, C, carries -0.53; number 4, N, carries -0.07; number 5, C, carries -0.16; number 6, C, carries -0.22; number 7, C, carries 0.00; number 8, C, carries -0.02; number 9, C, carries -0.03; number 10, C, carries -0.12; number 11, N, carries -0.05; number 12, C, carries -0.13; number 13, C, carries 0.02; number 14, C, carries -0.01; number 15, C, carries -0.03; number 16, C, carries -0.13; number 17, N, carries -0.06; number 18, H, carries 0.13; number 19, H, carries 0.14; number 20, H, carries 0.13; number 21, H, carries 0.12; number 22, H, carries 0.12; number 23, H, carries 0.12; number 24, H, carries 0.13; number 25, H, carries 0.12; number 26, H, carries 0.12; number 27, H, carries 0.12; number 28, N, carries 0.20; number 29, C, carries -0.15; number 30, C, carries -0.19; number 31, C, carries 0.02; number 32, C, carries -0.10; number 33, N, carries -0.03; number 34, C, carries -0.10; number 35, C, carries 0.02; number 36, H, carries 0.13; number 37, H, carries 0.11; number 38, H, carries 0.10; number 39, H, carries 0.13; number 40, C, carries -0.14; number 41, C, carries -0.32; number 42, C, carries -0.06; number 43, C, carries -0.07; number 44, C, carries -0.07; number 45, C, carries -0.07; number 46, C, carries -0.05; number 47, H, carries 0.06; number 48, H, carries 0.07; number 49, H, carries 0.11; number 50, H, carries 0.11; number 51, H, carries 0.11; number 52, H, carries 0.11; number 53, H, carries 0.12